DFT (ωB97M-V/def2-TZVPD) results for C53H68BaCl3N2OP2SSi as an isolated structure.

Output
total charge = +1

Each line ends with the Mulliken charge.
Geometry (Å):
1 Ba -0.82 0.18 -0.47  2.3506
2 C 0.53 -2.92 1.92  -1.6353
3 Si 1.15 -1.22 1.32  0.0806
4 C 1.39 -0.22 2.95  0.5833
5 C 1.61 -0.89 4.15  -0.1507
6 C 1.62 -0.23 5.37  -1.0893
7 C 1.39 1.14 5.42  -0.9349
8 C 1.18 1.83 4.24  -0.2356
9 C 1.18 1.17 3.01  -0.4694
10 P 0.98 2.14 1.46  0.1619
11 C -0.24 3.50 1.94  0.2852
12 C -1.15 3.82 0.74  -0.5056
13 C -0.45 4.68 -0.30  0.3194
14 C -0.03 6.01 0.32  -1.4284
15 C 0.86 5.79 1.54  0.0008
16 C 0.21 4.85 2.55  -1.6419
17 C 2.69 2.84 1.19  -0.0129
18 C 3.58 1.68 0.72  -0.5383
19 C 4.95 2.17 0.28  -0.7342
20 C 5.64 2.92 1.41  -1.0367
21 C 4.76 4.05 1.94  -0.8834
22 C 3.38 3.53 2.37  -0.6552
23 C 2.85 -1.70 0.59  0.0231
24 C 3.97 -1.96 1.39  -0.2481
25 C 5.17 -2.37 0.84  -0.9269
26 C 5.29 -2.54 -0.53  -0.9716
27 C 4.20 -2.29 -1.34  -0.4454
28 C 2.99 -1.87 -0.80  -0.2534
29 P 1.54 -1.44 -1.84  1.2580
30 C 1.90 0.34 -2.30  2.0296
31 C 0.91 0.89 -3.33  -0.5347
32 C 0.84 2.42 -3.23  -0.8526
33 C 2.20 3.01 -2.83  0.8882
34 C 3.33 2.14 -3.37  -1.6493
35 C 3.33 0.76 -2.68  0.2978
36 C 1.64 -2.54 -3.36  -0.0274
37 C 2.55 -2.18 -4.54  -0.4323
38 C 2.52 -3.27 -5.62  -1.1296
39 C 1.10 -3.50 -6.11  -0.8348
40 C 0.18 -3.86 -4.95  -0.5369
41 C 0.21 -2.79 -3.87  -0.3224
42 H 1.26 -3.46 2.53  0.4603
43 H 0.31 -3.56 1.06  0.2921
44 H -0.39 -2.83 2.51  0.3921
45 H 1.76 -1.96 4.15  0.3324
46 H 1.79 -0.78 6.29  0.4287
47 H 1.38 1.66 6.37  0.4705
48 H 1.01 2.90 4.29  0.2912
49 H -0.85 2.98 2.69  0.8706
50 H -2.04 4.34 1.11  0.6141
51 H -1.53 2.89 0.28  -0.3190
52 H -1.10 4.85 -1.16  0.5829
53 H 0.44 4.16 -0.66  -0.6031
54 H -0.93 6.56 0.62  0.3696
55 H 0.48 6.63 -0.42  0.4910
56 H 1.07 6.74 2.02  0.4347
57 H 1.82 5.38 1.21  -0.1332
58 H -0.69 5.33 2.94  0.5912
59 H 0.86 4.70 3.41  0.3418
60 H 2.58 3.55 0.36  0.7244
61 H 3.10 1.12 -0.09  -0.8678
62 H 3.69 0.97 1.54  0.3844
63 H 4.84 2.84 -0.59  0.2559
64 H 5.56 1.33 -0.05  0.4687
65 H 6.60 3.32 1.07  0.5164
66 H 5.86 2.22 2.22  0.3460
67 H 4.63 4.81 1.16  0.3030
68 H 5.24 4.54 2.79  0.4444
69 H 2.79 4.35 2.77  0.2111
70 H 3.51 2.80 3.17  0.3515
71 H 3.88 -1.84 2.46  0.4865
72 H 6.02 -2.56 1.49  0.4434
73 H 6.23 -2.86 -0.96  0.4551
74 H 4.31 -2.42 -2.41  0.3389
75 H 1.69 0.86 -1.35  -0.9243
76 H -0.10 0.45 -3.24  -0.3474
77 H 1.22 0.59 -4.33  0.3117
78 H 0.08 2.72 -2.49  -0.0055
79 H 0.51 2.84 -4.18  0.5029
80 H 2.29 3.06 -1.74  -1.1107
81 H 2.28 4.04 -3.20  0.7217
82 H 4.30 2.63 -3.23  0.6158
83 H 3.20 2.02 -4.45  0.3307
84 H 3.94 0.80 -1.78  -0.2232
85 H 3.80 0.03 -3.33  0.3587
86 H 2.00 -3.49 -2.94  0.8323
87 H 3.58 -2.03 -4.22  0.2306
88 H 2.22 -1.24 -4.98  0.0507
89 H 2.92 -4.20 -5.21  0.3787
90 H 3.17 -2.98 -6.45  0.4180
91 H 1.08 -4.30 -6.86  0.4406
92 H 0.73 -2.60 -6.60  0.3058
93 H 0.50 -4.81 -4.52  0.3834
94 H -0.84 -4.01 -5.31  0.1630
95 H -0.43 -3.08 -3.03  -0.1093
96 H -0.20 -1.85 -4.27  0.0664
97 Cl -7.26 3.75 -2.93  -0.2043
98 C -6.80 2.08 -2.92  0.3621
99 C -7.76 1.10 -2.76  -0.9571
100 C -7.37 -0.23 -2.73  -0.4572
101 C -6.04 -0.60 -2.86  -0.6691
102 C -5.67 -2.06 -2.75  1.7124
103 C -5.81 -2.56 -1.30  -0.9462
104 N -5.01 -1.75 -0.41  0.4375
105 C -5.45 -0.77 0.44  -0.4293
106 C -4.34 -0.14 0.91  -0.9153
107 N -3.22 -0.71 0.34  -0.0479
108 C -3.67 -1.67 -0.44  -0.8813
109 O -6.52 -2.85 -3.56  -0.3839
110 C -5.82 -3.70 -4.46  -1.0145
111 C -4.83 -4.59 -3.76  -0.7932
112 C -5.17 -5.67 -2.99  0.6652
113 Cl -6.76 -6.26 -2.74  -0.1767
114 S -3.82 -6.41 -2.24  -0.1973
115 C -2.76 -5.26 -2.94  -0.4436
116 C -3.43 -4.37 -3.72  0.3285
117 C -5.11 0.41 -3.05  1.1566
118 Cl -3.41 0.06 -3.29  -0.0571
119 C -5.47 1.75 -3.07  -1.0915
120 H -8.80 1.37 -2.65  0.4519
121 H -8.12 -1.00 -2.62  0.4686
122 H -4.63 -2.19 -3.06  -0.7114
123 H -5.51 -3.60 -1.24  0.3039
124 H -6.86 -2.48 -1.00  0.1297
125 H -6.50 -0.62 0.64  0.4696
126 H -4.27 0.67 1.61  0.5497
127 H -3.07 -2.34 -1.04  0.7151
128 H -5.30 -3.10 -5.21  0.2705
129 H -6.59 -4.29 -4.96  0.5591
130 H -1.70 -5.32 -2.77  0.4190
131 H -2.94 -3.57 -4.28  0.5453
132 H -4.72 2.52 -3.22  0.5107


DFT (ωB97M-V/def2-TZVPD) results for C53H73BN6O4PdSSi as an isolated structure.

Each line ends with the Mulliken charge.
Geometry (Å):
1 Pd -0.32 0.12 -0.15  -1.6263
2 C 0.64 0.27 1.62  0.8269
3 Si 2.32 -0.51 1.40  -0.8427
4 C 2.23 -2.11 0.37  -0.8525
5 N 1.31 -2.08 -0.78  1.7197
6 C 0.25 -3.08 -0.69  0.1002
7 C 0.77 -4.52 -0.79  -0.9676
8 C 1.94 -4.60 -1.79  -1.0298
9 C 1.83 -3.47 -2.81  -1.0009
10 C 1.95 -2.11 -2.10  -0.7838
11 C 3.53 0.73 0.62  0.7513
12 C 4.66 0.29 -0.07  -0.4670
13 C 5.53 1.19 -0.68  -0.7872
14 C 5.29 2.55 -0.59  -0.6629
15 C 4.19 3.01 0.12  -0.6328
16 C 3.32 2.10 0.71  0.0973
17 C 3.08 -0.97 3.07  1.0059
18 C 3.67 0.04 3.84  -0.6597
19 C 4.17 -0.22 5.10  -0.7206
20 C 4.10 -1.50 5.63  -0.6088
21 C 3.53 -2.52 4.89  -0.7756
22 C 3.02 -2.25 3.62  -0.2924
23 H 0.72 1.34 1.86  0.3629
24 H 0.18 -0.18 2.49  -2.0418
25 H 1.88 -2.88 1.07  0.1180
26 H 3.23 -2.45 0.08  0.4770
27 H -0.47 -2.88 -1.49  0.2231
28 H -0.30 -2.90 0.24  -0.5273
29 H -0.05 -5.17 -1.11  0.6381
30 H 1.09 -4.88 0.19  0.3658
31 H 1.96 -5.57 -2.29  0.5669
32 H 2.89 -4.50 -1.26  0.2464
33 H 0.86 -3.54 -3.32  0.3399
34 H 2.59 -3.54 -3.58  0.5899
35 H 1.53 -1.33 -2.75  -0.2604
36 H 3.01 -1.88 -1.97  0.5596
37 H 4.87 -0.77 -0.15  0.3899
38 H 6.39 0.82 -1.23  0.4538
39 H 5.96 3.25 -1.07  0.4199
40 H 4.01 4.07 0.20  0.4603
41 H 2.45 2.48 1.24  0.3251
42 H 3.74 1.04 3.43  0.2620
43 H 4.62 0.58 5.68  0.4431
44 H 4.49 -1.70 6.62  0.3973
45 H 3.47 -3.52 5.29  0.4278
46 H 2.58 -3.07 3.07  0.1967
47 C -4.70 -4.35 1.24  -1.8913
48 C -3.28 -3.87 0.91  2.1717
49 C -2.28 -4.98 1.21  -1.4272
50 C -3.22 -3.37 -0.52  0.7669
51 C -3.29 -4.29 -1.56  -0.1812
52 C -3.30 -3.89 -2.88  -1.5441
53 C -3.28 -2.54 -3.18  -0.7038
54 C -3.21 -1.58 -2.17  0.1211
55 C -3.12 -0.13 -2.63  0.2184
56 C -1.65 0.20 -2.82  0.5664
57 C -3.82 0.94 -1.78  -1.6180
58 C -3.15 -2.00 -0.84  -0.4349
59 N -3.08 -1.07 0.24  0.9124
60 B -1.94 -0.42 0.91  3.5357
61 N -2.50 -0.06 2.20  1.0574
62 C -3.88 -0.32 2.19  -1.1955
63 C -4.22 -0.93 1.05  -1.1649
64 C -1.94 0.53 3.37  -0.1387
65 C -1.96 1.92 3.48  0.6425
66 C -1.48 2.52 4.65  -0.2842
67 C -0.99 1.75 5.68  -1.5062
68 C -0.98 0.37 5.56  -1.2948
69 C -1.47 -0.27 4.42  0.5721
70 C -1.49 -1.80 4.45  0.2786
71 C -2.91 -2.37 4.51  -1.3395
72 C -0.67 -2.51 3.37  0.1042
73 C -2.50 2.81 2.37  2.1345
74 C -3.82 3.46 2.79  -1.8502
75 C -1.47 3.88 1.98  -1.1688
76 H -4.76 -4.64 2.29  0.4502
77 H -4.96 -5.22 0.64  0.4128
78 H -5.44 -3.58 1.06  0.3249
79 H -3.05 -3.03 1.57  -1.2582
80 H -2.48 -5.88 0.63  0.4176
81 H -2.34 -5.26 2.27  0.3923
82 H -1.25 -4.67 1.02  0.0198
83 H -3.34 -5.35 -1.32  0.4222
84 H -3.35 -4.62 -3.68  0.3858
85 H -3.31 -2.21 -4.21  0.4030
86 H -3.59 -0.10 -3.62  0.8829
87 H -1.13 -0.08 -1.89  -1.4867
88 H -1.46 1.25 -3.04  0.3987
89 H -1.18 -0.41 -3.60  0.5218
90 H -3.24 1.20 -0.90  0.0482
91 H -4.80 0.61 -1.45  0.3796
92 H -3.95 1.84 -2.39  0.4737
93 H -4.50 -0.04 3.03  0.4480
94 H -5.18 -1.29 0.73  0.5982
95 H -1.51 3.59 4.74  0.3988
96 H -0.61 2.21 6.58  0.3997
97 H -0.60 -0.24 6.37  0.4069
98 H -1.01 -2.06 5.41  0.7625
99 H -3.43 -2.24 3.57  0.0503
100 H -3.49 -1.88 5.30  0.3708
101 H -2.87 -3.44 4.74  0.4840
102 H -1.10 -2.38 2.38  -0.4445
103 H -0.64 -3.58 3.60  0.8235
104 H 0.36 -2.14 3.35  -0.7122
105 H -2.69 2.18 1.50  -1.0622
106 H -3.68 4.15 3.61  0.3669
107 H -4.54 2.70 3.10  0.3356
108 H -4.25 4.01 1.95  0.4432
109 H -1.26 4.54 2.82  0.4085
110 H -1.86 4.49 1.16  0.4366
111 H -0.54 3.42 1.66  -0.1286
112 C 2.99 4.34 -7.68  -1.3347
113 C 2.49 4.98 -6.39  -0.3424
114 S 1.09 4.07 -5.79  1.2352
115 O -0.02 4.27 -6.68  -0.6878
116 O 1.51 2.72 -5.48  -0.5713
117 C 0.64 4.88 -4.25  -0.8892
118 C 1.59 4.70 -3.07  -1.2672
119 N 1.70 3.33 -2.58  1.0645
120 C 0.77 2.72 -1.80  -0.3615
121 N 1.10 1.47 -1.53  1.9624
122 C 2.26 1.22 -2.19  -2.0845
123 C 2.64 2.35 -2.85  -0.6174
124 N 3.79 2.50 -3.66  1.4935
125 O 4.13 3.62 -4.01  -0.7410
126 O 4.43 1.51 -3.90  -0.6896
127 C -0.45 3.40 -1.28  -1.0841
128 H 3.86 4.89 -8.04  0.3915
129 H 2.22 4.35 -8.45  0.3511
130 H 3.29 3.31 -7.50  0.3441
131 H 2.15 6.00 -6.55  0.4070
132 H 3.25 4.95 -5.61  0.2914
133 H -0.36 4.49 -4.05  0.2410
134 H 0.54 5.94 -4.48  0.6691
135 H 1.21 5.29 -2.24  0.4628
136 H 2.58 5.06 -3.30  0.6422
137 H 2.78 0.29 -2.15  0.7229
138 H -0.21 4.31 -0.73  0.6439
139 H -0.94 2.70 -0.61  -0.6319
140 H -1.14 3.65 -2.09  0.2424


DFT (ωB97M-V/def2-TZVPD) results for a 8-piece molecular cluster, C53H73F21N4O20S overall at a distorted geometry.

Output
SMILES = COCCCCCCCCCCCC1=C(CCCCSc2nnco2)C(=O)C(N)=C(CON=O)C1=O.CCOC(=O)C(F)(F)F.CCOC(=O)C(F)(F)F.CCOC(=O)C(F)(F)F.CCOC(=O)C(F)(F)F.CCOC(=O)C(F)(F)F.CCOC(=O)C(F)(F)F.CCOC(=O)C(F)(F)F

Each line ends with the Mulliken charge.
Geometry (Å):
1 C -0.08 -4.06 6.49  -0.9804
2 O -0.23 -4.73 5.27  -0.1324
3 C 0.80 -4.41 4.34  -0.3296
4 C 1.15 -5.59 3.41  -0.6700
5 C 0.50 -6.92 3.79  -0.9772
6 C -0.93 -6.99 3.21  0.5661
7 C -1.80 -8.01 3.93  -0.8350
8 C -3.14 -8.33 3.24  -0.8006
9 C -4.35 -7.62 3.86  -1.2048
10 C -4.32 -6.09 3.69  0.9245
11 C -5.57 -5.55 3.01  -1.2662
12 C -5.76 -4.03 3.06  -0.8984
13 C -4.49 -3.17 2.89  -0.6576
14 C -4.14 -2.81 1.47  1.3773
15 C -4.79 -1.91 0.73  0.2079
16 C -5.94 -1.06 1.20  -1.1720
17 C -5.46 0.08 2.10  -1.1606
18 C -4.45 0.99 1.39  0.2315
19 C -3.80 1.96 2.39  -1.2751
20 S -2.04 2.26 2.03  -0.0722
21 C -1.27 1.16 3.11  0.0373
22 N -0.09 1.29 3.65  -0.3861
23 N 0.12 0.14 4.41  -0.2668
24 C -0.94 -0.57 4.27  -0.0702
25 O -1.87 -0.01 3.46  -0.0552
26 C -4.33 -1.65 -0.65  0.7548
27 O -5.05 -1.16 -1.49  -0.7003
28 C -2.92 -1.97 -1.02  0.7850
29 N -2.44 -1.29 -2.13  -0.4537
30 C -2.26 -2.85 -0.26  -0.3681
31 C -0.84 -3.28 -0.45  -0.1296
32 O -0.03 -2.15 -0.79  -0.2181
33 N 1.25 -2.65 -1.23  0.0183
34 O 2.04 -2.49 -0.40  -0.3342
35 C -2.97 -3.49 0.85  -0.3464
36 O -2.60 -4.57 1.24  -0.5609
37 H 0.74 -4.50 7.08  0.3175
38 H 0.15 -3.00 6.36  0.3594
39 H -1.00 -4.14 7.06  0.2570
40 H 0.46 -3.55 3.75  -0.0017
41 H 1.69 -4.06 4.88  0.5582
42 H 0.86 -5.32 2.39  -0.0116
43 H 2.24 -5.69 3.40  0.5280
44 H 0.42 -7.02 4.86  0.3698
45 H 1.10 -7.71 3.34  0.5016
46 H -0.89 -7.24 2.15  0.2180
47 H -1.35 -5.99 3.30  -0.2977
48 H -1.98 -7.71 4.96  0.3686
49 H -1.23 -8.94 3.98  0.3666
50 H -3.11 -8.13 2.17  0.3287
51 H -3.33 -9.40 3.33  0.4325
52 H -4.33 -7.87 4.92  0.3107
53 H -5.27 -8.03 3.45  0.4992
54 H -4.13 -5.60 4.65  0.4752
55 H -3.47 -5.85 3.06  -0.7537
56 H -6.43 -5.99 3.53  0.5599
57 H -5.64 -5.93 1.99  0.2512
58 H -6.44 -3.75 2.25  0.2407
59 H -6.26 -3.75 3.99  0.4504
60 H -3.62 -3.61 3.37  0.3704
61 H -4.66 -2.22 3.40  0.2338
62 H -6.41 -0.62 0.32  0.2849
63 H -6.71 -1.63 1.70  0.3649
64 H -5.03 -0.27 3.03  0.4205
65 H -6.33 0.68 2.37  0.5369
66 H -5.00 1.58 0.66  0.3711
67 H -3.69 0.39 0.90  0.0011
68 H -4.28 2.93 2.36  0.6003
69 H -3.85 1.54 3.39  0.6796
70 H -1.14 -1.53 4.72  0.4905
71 H -3.20 -1.17 -2.79  0.2407
72 H -1.72 -1.84 -2.59  0.2871
73 H -0.48 -3.68 0.50  0.1483
74 H -0.74 -4.08 -1.18  0.0104
75 C 3.52 2.30 4.92  -1.2223
76 C 3.29 1.49 3.66  0.1398
77 O 3.88 2.13 2.51  -0.3356
78 C 5.19 2.03 2.37  0.1212
79 O 5.97 1.47 3.09  -0.5314
80 C 5.61 2.74 1.07  1.1765
81 F 5.07 3.97 0.99  -0.2633
82 F 5.20 2.05 0.00  -0.2654
83 F 6.93 2.87 1.00  -0.3116
84 H 3.15 3.32 4.79  0.3076
85 H 2.99 1.84 5.75  0.3666
86 H 4.57 2.36 5.17  0.4000
87 H 2.23 1.44 3.44  0.1348
88 H 3.66 0.47 3.76  0.3225
89 C 0.62 6.47 -2.20  -1.0702
90 C 0.37 5.28 -1.30  -0.1919
91 O -1.03 5.10 -1.02  -0.2883
92 C -1.75 4.56 -1.99  0.3105
93 O -1.38 4.19 -3.06  -0.5261
94 C -3.21 4.41 -1.51  0.9165
95 F -3.67 5.54 -0.98  -0.2701
96 F -3.30 3.45 -0.57  -0.2607
97 F -4.01 4.04 -2.50  -0.2434
98 H 0.19 7.38 -1.77  0.3040
99 H 1.69 6.62 -2.33  0.3174
100 H 0.18 6.33 -3.18  0.3228
101 H 0.83 5.44 -0.32  0.3112
102 H 0.78 4.36 -1.72  0.3156
103 C 7.80 4.38 -1.41  -1.0054
104 C 8.32 5.80 -1.34  -0.3027
105 O 8.19 6.48 -2.61  -0.3086
106 C 6.98 6.90 -2.93  0.3650
107 O 5.98 6.79 -2.28  -0.5246
108 C 7.02 7.62 -4.29  0.9227
109 F 7.67 6.90 -5.21  -0.2541
110 F 7.65 8.80 -4.15  -0.2529
111 F 5.79 7.85 -4.74  -0.2449
112 H 8.31 3.83 -2.20  0.3357
113 H 7.97 3.87 -0.46  0.3801
114 H 6.73 4.36 -1.62  0.2927
115 H 9.38 5.81 -1.12  0.3591
116 H 7.81 6.38 -0.57  0.2949
117 C -6.97 2.01 -3.07  -0.9818
118 C -8.28 1.26 -3.00  -0.3516
119 O -8.69 1.04 -1.64  -0.2772
120 C -9.21 2.08 -1.01  0.3312
121 O -9.41 3.17 -1.45  -0.5262
122 C -9.57 1.67 0.43  0.8526
123 F -8.54 1.04 1.03  -0.1509
124 F -10.62 0.84 0.43  -0.2660
125 F -9.89 2.74 1.16  -0.2546
126 H -6.21 1.48 -2.49  0.1537
127 H -6.63 2.10 -4.10  0.4395
128 H -7.07 3.02 -2.66  0.3696
129 H -8.17 0.26 -3.42  0.3177
130 H -9.07 1.76 -3.55  0.3456
131 C 4.14 -2.05 -2.85  -0.9946
132 C 3.94 -3.36 -3.58  0.1938
133 O 4.54 -3.36 -4.89  -0.3242
134 C 5.85 -3.52 -4.93  0.2937
135 O 6.59 -3.69 -4.01  -0.5158
136 C 6.32 -3.52 -6.40  0.9323
137 F 5.82 -2.47 -7.07  -0.2474
138 F 5.91 -4.64 -7.01  -0.2506
139 F 7.65 -3.46 -6.47  -0.2403
140 H 3.77 -1.22 -3.45  0.3638
141 H 3.61 -2.08 -1.91  0.1098
142 H 5.20 -1.87 -2.65  0.3953
143 H 2.88 -3.53 -3.76  0.0083
144 H 4.32 -4.21 -3.01  0.3655
145 C 5.88 11.18 -3.14  -0.9380
146 C 5.89 10.91 -1.66  -0.1277
147 O 6.05 12.11 -0.88  -0.3423
148 C 4.98 12.88 -0.76  0.3081
149 O 3.89 12.67 -1.20  -0.5092
150 C 5.33 14.11 0.10  0.9111
151 F 6.45 14.70 -0.33  -0.2479
152 F 5.51 13.74 1.37  -0.2539
153 F 4.34 15.00 0.05  -0.2360
154 H 6.78 11.71 -3.44  0.2949
155 H 5.82 10.25 -3.69  0.1296
156 H 5.03 11.80 -3.43  0.3716
157 H 6.74 10.29 -1.39  0.2695
158 H 4.99 10.39 -1.33  0.3422
159 C 1.92 -5.72 -5.64  -0.8177
160 C 0.64 -6.48 -5.89  -0.3790
161 O 0.08 -7.02 -4.67  -0.3190
162 C -0.55 -6.16 -3.89  0.3458
163 O -0.72 -4.99 -4.08  -0.5299
164 C -1.08 -6.89 -2.64  0.8744
165 F -0.13 -7.63 -2.07  -0.2702
166 F -2.10 -7.69 -2.95  -0.2756
167 F -1.50 -5.99 -1.75  -0.1928
168 H 2.64 -6.35 -5.12  0.3438
169 H 2.36 -5.39 -6.58  0.3947
170 H 1.74 -4.84 -5.02  0.1190
171 H 0.83 -7.35 -6.52  0.3256
172 H -0.11 -5.87 -6.39  0.3237


Calculated DFT total energy, -136641.7560; -96145.9646; -170956.1619 eV (same order as the records).
Calculated HOMO, -8.510; -7.090; -9.213 eV (same order as the records).